1.
The following is a quantum chemistry calculation of a cluster of 8 separate species, C34H74BrN8O8 in total at a distorted geometry, from the OMol25 dataset.

Computed properties:
HOMO level, eV: -1.7195
Electronic energy, eV: -134800.000
HOMO-LUMO gap, eV: 3.677
Charge: -1
Max |F|, hartree/bohr: 0.10823

Structure (XYZ):
```
125
C34H74BrN8O8 (ωB97M-V/def2-TZVPD)
C -1.285 -5.512 3.609
C -1.586 -3.983 3.204
C -0.660 -2.933 4.017
C -0.738 -1.475 3.343
C 0.627 -1.248 2.528
C 0.422 -0.488 1.115
C 1.903 -0.347 0.479
C 1.981 0.680 -0.747
C 1.203 0.220 -2.074
C -0.353 0.692 -1.934
N -0.759 1.259 -3.275
C -0.481 2.743 -3.331
C 1.111 -1.374 -2.209
C 2.508 -2.123 -2.338
O 2.660 -3.175 -1.659
Br 4.015 -1.585 -3.500
H -0.983 -5.557 4.707
H -0.412 -5.967 3.010
H -2.221 -6.170 3.500
H -2.668 -3.716 3.498
H -1.428 -3.866 2.080
H 0.402 -3.378 3.998
H -0.966 -2.904 5.125
H -0.778 -0.685 4.166
H -1.592 -1.417 2.595
H 1.353 -0.619 3.157
H 1.152 -2.250 2.326
H -0.078 0.532 1.223
H -0.263 -1.146 0.478
H 2.559 0.087 1.329
H 2.326 -1.380 0.261
H 1.531 1.673 -0.366
H 3.065 0.948 -1.037
H -1.037 -0.191 -1.630
H -0.457 1.517 -1.155
H -0.065 0.864 -3.934
H -0.794 3.289 -2.383
H 0.614 2.940 -3.615
H -1.126 3.156 -4.188
H 0.494 -1.870 -1.372
H 0.542 -1.587 -3.192
C -0.390 5.847 2.383
C 0.073 5.077 1.174
O 1.003 4.284 1.226
N -0.579 5.289 -0.001
C -1.691 6.179 -0.257
H 0.223 5.574 3.242
H -0.284 6.920 2.208
H -1.430 5.602 2.608
H -0.216 4.740 -0.769
H -2.528 5.581 -0.631
H -1.389 6.890 -1.025
H -2.003 6.720 0.633
C -0.111 -5.153 -1.129
C -1.533 -4.822 -0.761
O -1.865 -3.709 -0.377
N -2.465 -5.812 -0.866
C -2.268 -7.179 -1.296
H 0.516 -4.271 -0.996
H 0.268 -5.947 -0.481
H -0.057 -5.461 -2.176
H -3.395 -5.519 -0.603
H -2.901 -7.359 -2.167
H -2.578 -7.842 -0.484
H -1.231 -7.385 -1.554
C 4.393 -0.503 5.181
C 3.747 -1.743 4.624
O 2.535 -1.911 4.647
N 4.555 -2.696 4.081
C 5.997 -2.681 3.961
H 3.626 0.160 5.577
H 5.073 -0.768 5.993
H 4.933 0.025 4.392
H 4.051 -3.497 3.728
H 6.254 -2.761 2.903
H 6.395 -3.549 4.492
H 6.435 -1.774 4.372
C -2.138 11.437 -0.934
C -2.388 9.954 -0.877
O -1.533 9.164 -0.501
N -3.613 9.498 -1.260
C -4.745 10.267 -1.730
H -1.122 11.646 -0.600
H -2.246 11.796 -1.960
H -2.834 11.961 -0.275
H -3.707 8.494 -1.194
H -5.588 10.083 -1.060
H -5.004 9.920 -2.732
H -4.535 11.334 -1.761
C -1.567 2.855 -8.686
C -1.873 2.889 -7.211
O -1.630 3.867 -6.519
N -2.435 1.785 -6.651
C -2.795 0.541 -7.295
H -1.122 3.804 -8.986
H -0.856 2.055 -8.903
H -2.488 2.709 -9.256
H -2.610 1.881 -5.658
H -3.866 0.379 -7.156
H -2.246 -0.268 -6.808
H -2.564 0.545 -8.358
C -1.866 -8.888 -6.462
C -1.903 -8.790 -4.960
O -2.950 -8.647 -4.343
N -0.722 -8.866 -4.288
C 0.608 -9.032 -4.833
H -2.879 -8.811 -6.855
H -1.271 -8.070 -6.876
H -1.449 -9.850 -6.765
H -0.825 -8.793 -3.286
H 1.040 -9.945 -4.416
H 1.215 -8.178 -4.526
H 0.604 -9.099 -5.919
C 2.778 0.817 8.556
C 3.764 1.836 8.050
O 4.799 1.514 7.483
N 3.475 3.153 8.240
C 2.312 3.728 8.882
H 3.144 -0.184 8.332
H 2.664 0.910 9.638
H 1.813 0.951 8.061
H 4.180 3.776 7.875
H 1.805 4.373 8.161
H 2.650 4.334 9.726
H 1.619 2.970 9.237
```



2.
The following is a quantum chemistry calculation of a cluster of 3 separate species, C6H13N in total at a distorted geometry, from the OMol25 dataset.

Computed properties:
HOMO level, eV: -8.2043
Electronic energy, eV: -7919.366
HOMO-LUMO gap, eV: 9.306
Max |F|, hartree/bohr: 0.03552

Structure (XYZ):
```
20
C6H13N (ωB97M-V/def2-TZVPD)
C 0.774 -0.103 0.888
C -0.798 -1.804 0.283
C 0.643 2.362 0.448
C -1.547 -1.210 -0.884
N 0.529 -1.422 0.494
C 0.829 0.979 -0.116
C 1.030 0.766 -1.420
H 0.997 -2.084 1.098
H 1.577 -0.034 1.620
H -0.628 -0.055 1.561
H -0.902 -2.884 0.357
H -1.274 -0.838 1.352
H 0.803 3.126 -0.312
H -0.366 2.480 0.851
H 1.343 2.541 1.269
H -2.555 -1.624 -0.906
H -1.614 -0.128 -0.803
H -1.047 -1.420 -1.835
H 1.165 -0.230 -1.814
H 1.042 1.582 -2.129
```



3.
The following is a quantum chemistry calculation of a structure of composition C6H17BF4I2KN2O, from the OMol25 dataset.

Computed properties:
HOMO level, eV: -5.1025
Electronic energy, eV: -55608.142
HOMO-LUMO gap, eV: 7.286
Charge: -1
Max |F|, hartree/bohr: 0.00668

Structure (XYZ):
```
34
C6H17BF4I2KN2O (ωB97M-V/def2-TZVPD)
K -0.062 -0.148 1.722
I 1.423 -5.089 -0.445
C 2.009 -3.785 1.122
I 0.684 -3.796 2.788
H 1.965 -2.744 0.719
H 2.978 -4.115 1.476
N -1.841 1.811 0.652
C -2.540 1.857 -0.634
C -2.062 0.759 -1.577
C -0.587 0.844 -1.949
C -0.106 -0.379 -2.729
N -0.173 -1.571 -1.892
H -2.411 2.153 1.416
H -1.030 2.419 0.661
H -2.439 2.836 -1.123
H -3.607 1.714 -0.447
H -2.664 0.794 -2.493
H -2.244 -0.215 -1.116
H 0.029 0.931 -1.049
H -0.406 1.748 -2.543
H 0.907 -0.175 -3.105
H -0.750 -0.511 -3.606
H 0.582 -1.525 -1.191
H -0.036 -2.412 -2.438
C 2.999 -0.696 -0.116
O 1.731 -1.143 0.185
H 3.052 0.398 -0.275
H 3.418 -1.147 -1.039
H 3.748 -0.910 0.674
F -1.802 2.917 3.383
B -0.513 2.448 3.686
F -0.589 1.058 4.014
F 0.037 3.136 4.750
F 0.298 2.537 2.520
```



4.
The following is a quantum chemistry calculation of a cluster of 2 separate species, C5H8BrIN2O in total at a distorted geometry, from the OMol25 dataset.

Computed properties:
HOMO level, eV: -9.6721
Electronic energy, eV: -88483.277
HOMO-LUMO gap, eV: 9.847
Max |F|, hartree/bohr: 0.02129

Structure (XYZ):
```
18
C5H8BrIN2O (ωB97M-V/def2-TZVPD)
C -0.689 2.083 -1.727
C 0.999 -2.307 1.482
C -3.002 2.232 -0.655
C 2.029 0.180 -0.952
C 0.845 -1.132 0.575
N 0.661 -2.322 2.660
N -1.749 2.139 -1.256
O 2.060 -0.714 0.146
Br -0.142 0.314 1.545
I 1.915 -3.938 0.375
H -3.347 3.267 -0.696
H -2.915 1.915 0.387
H -3.712 1.590 -1.180
H 3.063 0.323 -1.252
H 1.584 1.138 -0.659
H 1.454 -0.242 -1.782
H 0.160 -1.387 -0.252
H 0.786 -3.140 3.240
```



5.
The following is a quantum chemistry calculation of the molecule CH3IO at a distorted geometry, from the OMol25 dataset.

Computed properties:
HOMO level, eV: -9.4442
Electronic energy, eV: -11232.880
HOMO-LUMO gap, eV: 9.868
Max |F|, hartree/bohr: 0.04137
SMILES: OCI

Structure (XYZ):
```
6
CH3IO (ωB97M-V/def2-TZVPD)
O -0.798 -0.881 0.009
C -0.047 0.274 0.180
I 2.121 0.156 -0.076
H -0.824 -1.437 -0.786
H -0.401 1.077 -0.511
H -0.051 0.811 1.184
```



6.
The following is a quantum chemistry calculation of a cluster of 2 separate species, C10H11N3S in total at a distorted geometry, from the OMol25 dataset.

Computed properties:
HOMO level, eV: -8.1976
Electronic energy, eV: -25848.990
HOMO-LUMO gap, eV: 8.024
Max |F|, hartree/bohr: 0.08600
SMILES: CS/C=N/c1ccccn1.C=C=C=N

Structure (XYZ):
```
25
C10H11N3S (ωB97M-V/def2-TZVPD)
C 3.148 -1.167 0.397
S 1.848 -2.469 0.490
C 0.483 -1.701 -0.116
N 0.530 -0.558 -0.661
C -0.471 0.245 -1.190
C -0.010 1.572 -1.311
C -0.915 2.489 -1.769
C -2.248 2.140 -2.038
C -2.561 0.769 -1.826
N -1.699 -0.147 -1.424
H 3.103 -0.610 1.349
H 3.013 -0.759 -0.576
H 4.260 -1.634 0.493
H -0.375 -2.396 0.098
H 1.034 1.698 -1.117
H -0.667 3.386 -2.232
H -2.894 2.789 -2.504
H -3.594 0.402 -1.890
C -0.942 -1.956 2.477
C -0.180 -0.902 2.225
C 0.124 0.315 2.084
N 0.952 1.217 2.036
H -1.972 -2.001 2.138
H -0.557 -2.907 2.823
H 0.594 2.183 2.044
```



7.
The following is a quantum chemistry calculation of a structure of composition C3H34O14 at a distorted geometry, from the OMol25 dataset.

Computed properties:
HOMO level, eV: -8.7953
Electronic energy, eV: -32298.362
HOMO-LUMO gap, eV: 7.156
Max |F|, hartree/bohr: 0.32146

Structure (XYZ):
```
51
C3H34O14 (ωB97M-V/def2-TZVPD)
O -16.474 -9.495 -7.750
H -15.532 -9.341 -7.854
H -16.721 -9.833 -6.886
H -16.870 -8.632 -7.892
C -12.489 -8.781 -8.738
C -14.036 -9.085 -8.834
C -14.189 -10.497 -9.369
O -14.753 -8.827 -7.684
H -11.979 -9.104 -9.645
H -11.901 -9.157 -7.901
H -12.306 -7.707 -8.752
H -14.434 -8.401 -9.583
H -15.222 -10.695 -9.655
H -13.800 -11.223 -8.655
H -13.603 -10.617 -10.280
O -15.269 -12.652 -9.650
H -14.507 -13.230 -9.611
H -15.375 -12.334 -8.753
O -16.066 -9.179 -11.778
H -15.702 -9.982 -11.405
H -15.717 -8.479 -11.226
O -13.756 -8.710 -5.969
H -14.250 -8.738 -6.788
H -14.338 -8.264 -5.353
O -13.351 -8.230 -11.565
H -14.276 -8.183 -11.321
H -12.912 -7.632 -10.959
O -15.499 -7.784 -10.447
H -16.344 -7.349 -10.331
H -15.197 -7.962 -9.556
O -14.690 -6.670 -8.327
H -15.581 -6.753 -7.988
H -14.316 -7.547 -8.236
O -15.068 -11.246 -11.587
H -15.704 -11.463 -10.905
H -14.302 -11.781 -11.380
O -11.460 -9.862 -6.333
H -10.782 -10.532 -6.418
H -11.641 -9.588 -7.232
O -13.988 -10.785 -6.624
H -13.726 -10.217 -5.900
H -14.353 -10.189 -7.278
O -15.435 -11.880 -7.881
H -14.643 -11.375 -7.697
H -16.041 -11.639 -7.181
O -12.760 -12.305 -6.825
H -13.380 -11.578 -6.767
H -12.027 -11.956 -7.331
O -12.581 -6.458 -10.111
H -12.830 -7.161 -9.511
H -12.171 -5.799 -9.550
```



What energy relative to the best compared isomer or geometry (same formula, charge and spin) values result from the calculations? In sequence: 75.0; 80.0; 4.2; 0.0; 3.6; 89.7; 714.8 kcal per mole.